DFT (ωB97M-V/def2-TZVPD) results for the molecule C2HClF2O2 in a non-equilibrium geometry.

Computed properties:
gap between HOMO and LUMO (spin up / spin down) = 8.48 / 8.88 eV
LUMO level (spin up / spin down) = -0.0473 / -0.0463 hartree
ΔE to the lowest compared entry with this formula, charge and spin = 130.91 kcal/mol
max |F| = 4.0 eV Å⁻¹
calculated total energy = -24136.9781 eV

Last column: natural (NBO) charge in e.
Element x y z (Å)
O: 1.0191 0.0083 1.2690  -0.07
F: -0.5391 -0.1901 -1.8422  -0.31
F: -1.7302 0.6599 -0.2360  -0.32
C: -0.6866 -0.1702 -0.5119  0.50
Cl: 1.8244 1.0289 -0.9442  0.13
C: 0.6785 0.2517 0.0235  0.26
H: -0.9386 -1.0252 -0.0151  0.17
O: 0.3726 -0.5634 2.2568  -0.36